# 1
An isolated ion of composition C3H9ClP and charge +1 at a distorted geometry. Source: the OMol25 dataset; level of theory: the ωB97M-V functional and the def2-TZVPD basis.

Each line ends with the Mulliken charge.
Cartesian coordinates (Å):
P 1.73552 -0.38226 0.32822  0.1012
C 0.47797 1.08747 0.12218  -0.6999
C -0.74537 0.46711 -0.81948  -0.5365
C -1.61369 -0.52162 0.20353  -0.3665
Cl -1.43233 -2.31848 -0.26142  -0.1618
H 1.53171 -1.02336 1.60227  0.2198
H 1.42769 -1.39644 -0.68903  0.2097
H 3.05620 0.15255 0.11676  0.2151
H 0.96948 2.05032 -0.32606  0.4061
H 0.08601 1.33359 1.21382  0.4040
H -1.39796 1.29041 -1.33484  0.3353
H -0.18722 -0.18911 -1.64556  0.2929
H -2.71285 -0.12094 0.17776  0.3391
H -1.19516 -0.42924 1.31185  0.2416

Cartesian forces (eV/Å) of the 3 atoms listed first:
-1.28 0.97 -0.76
-0.92 0.19 0.11
1.10 -0.92 0.61

Values from the calculation:
Orbital gap   0.3929 Ha
Molecular weight   111.5 g/mol
HOMO   -14.633 eV
Net charge   +1
Max |F|   2.74 eV/A
Energy above the lowest of the compared OMol25 structures with the same formula, charge and spin   0.0 kcal per mole
Energy   -25058.7260 eV

***

# 2
B3F12Tl as an isolated structure at a distorted geometry. Source: the OMol25 dataset; level of theory: the ωB97M-V functional and the def2-TZVPD basis.

Each line ends with the Mulliken charge.
Cartesian coordinates (Å):
Tl 8.85473 -16.07204 11.14803  1.9988
B 8.26925 -14.03170 9.06634  0.4690
F 8.35192 -13.59674 10.39623  -0.1894
F 7.61288 -13.15392 8.26705  -0.2548
F 9.53011 -14.37911 8.62030  -0.3396
F 7.56830 -15.31033 9.23173  -0.3366
B 8.22935 -14.31981 13.65715  0.4151
F 8.61240 -15.67954 13.86278  -0.2339
F 9.38638 -13.70903 13.11793  -0.3277
F 7.27468 -14.32879 12.63027  -0.3002
F 7.80849 -13.79330 14.83277  -0.2642
B 10.01157 -18.19834 12.71070  0.5108
F 8.66680 -17.90757 12.93754  -0.2722
F 10.74881 -17.07948 13.12018  -0.2962
F 10.43166 -19.36215 13.24047  -0.2445
F 10.05990 -18.11909 11.23253  -0.3344

Cartesian forces (eV/Å) of the 3 atoms listed first:
-0.68 1.30 1.97
0.44 1.52 -1.05
0.59 -0.67 0.92

Values from the calculation:
Orbital gap   0.1943 Ha
Molecular weight   464.8 g/mol
HOMO   -13.514 eV
Max |F|   2.46 eV/A
Energy above the lowest of the compared OMol25 structures with the same formula, charge and spin   0.0 kcal per mole
Energy   -39343.5789 eV

***

# 3
One molecule with the formula C2H3NO2 at a distorted geometry. Source: the OMol25 dataset; level of theory: the ωB97M-V functional and the def2-TZVPD basis.

Each line ends with the Mulliken charge.
Cartesian coordinates (Å):
C 1.66349 -0.26208 -0.00853  -0.2365
C -1.69519 0.22023 -0.08175  0.1718
H 2.46355 -0.93621 0.07554  0.3659
H 1.98103 0.94112 0.21886  0.1978
H -2.27484 1.23740 0.14261  0.2633
N 0.43570 -0.76203 -0.15377  -0.3622
O -0.27986 0.34791 -0.18605  -0.0350
O -2.29388 -0.78635 -0.00690  -0.3651

Cartesian forces (eV/Å) of the 3 atoms listed first:
-1.74 1.24 0.77
0.16 1.84 1.29
0.82 -1.00 -0.09

Values from the calculation:
Orbital gap   0.3992 Ha
Molecular weight   73.1 g/mol
HOMO   -10.301 eV
Max |F|   6.17 eV/A
SMILES string   C=NOC=O
Energy above the lowest of the compared OMol25 structures with the same formula, charge and spin   82.3 kcal per mole
Energy   -7704.2725 eV

***

# 4
One molecule with the formula C26H35N3O5S at a distorted geometry. Source: the OMol25 dataset; level of theory: the ωB97M-V functional and the def2-TZVPD basis.

Each line ends with the Mulliken charge.
Cartesian coordinates (Å):
C -5.02715 -0.30767 -2.19084  -1.1278
C -4.74780 1.16780 -1.94308  -0.5560
O -3.88862 1.24795 -0.82146  -0.2218
C -3.61911 2.43232 -0.23423  0.5892
C -4.10700 3.65134 -0.69776  -0.6815
C -3.83284 4.82981 -0.02711  -0.6247
C -3.06751 4.81505 1.12636  -0.7503
C -2.56787 3.61542 1.58911  -0.7181
C -2.80937 2.40764 0.92855  0.7535
C -2.20933 1.21189 1.47320  -0.1152
C -2.09890 0.01089 0.87672  -0.4887
C -1.45041 -1.10545 1.49021  0.0354
C -1.04892 -2.30584 0.93055  0.3015
C -0.47454 -3.02128 2.01467  0.4839
N -0.53600 -2.29910 3.10313  -0.8422
O -1.12948 -1.11834 2.79253  -0.1804
C 0.12581 -4.37633 1.99636  -1.3939
H -0.31202 -4.95433 1.18676  0.3712
H 1.20188 -4.30528 1.83855  0.2468
H -0.04483 -4.86421 2.95200  0.4620
S -1.21901 -2.80923 -0.75710  1.1697
O -1.13644 -4.24069 -0.79040  -0.7904
O -2.37825 -2.17683 -1.31782  -0.5872
N 0.08669 -2.24094 -1.60536  0.2319
C 1.37942 -2.76888 -1.25448  -1.2533
H 1.97212 -2.85808 -2.17352  0.4150
C 2.11781 -1.87812 -0.25290  -0.4632
H 3.11334 -2.28733 -0.06683  0.4643
H 1.58128 -1.85405 0.69684  -0.0290
C 2.21468 -0.44369 -0.79312  0.4932
C 2.83377 0.42443 0.30367  -0.2130
O 2.12388 0.90844 1.16826  -0.7660
N 4.17840 0.57638 0.31782  0.3757
C 5.08020 0.09684 -0.70495  -1.1015
H 4.77587 -0.89887 -1.03548  0.3862
H 6.07179 -0.00006 -0.25827  0.5687
C 5.14506 1.04964 -1.90587  -0.3737
C 5.90613 2.33912 -1.60814  -0.9047
C 5.39307 3.08858 -0.37757  -0.6247
C 5.77426 2.40208 0.93611  -0.6751
C 4.75836 1.35448 1.39871  -0.7842
H 3.91827 1.84213 1.89806  0.4252
H 5.23365 0.67524 2.11744  0.2105
H 6.76386 1.95275 0.82776  0.3920
H 5.84887 3.14699 1.73003  0.3890
H 4.30870 3.19866 -0.43290  0.3127
H 5.82818 4.08994 -0.38765  0.3544
H 5.82624 2.99138 -2.48067  0.3679
H 6.96576 2.11129 -1.46757  0.3443
H 4.12761 1.30192 -2.21109  0.2694
H 5.62906 0.53526 -2.73886  0.3863
H 2.80607 -0.43819 -1.71001  0.6848
C 0.80746 0.07329 -1.10762  -0.3211
H 0.86898 1.06524 -1.55944  0.6949
H 0.25284 0.17158 -0.17414  -0.2642
C 0.08559 -0.87408 -2.06382  -1.1551
H 0.57219 -0.85243 -3.04725  0.3322
H -0.95837 -0.58650 -2.18574  0.4775
H 1.21063 -3.76825 -0.85236  0.5288
H -2.47987 -0.18748 -0.11029  0.7482
H -1.76277 1.33115 2.45307  0.4458
H -1.95939 3.59798 2.48129  0.3964
H -2.86084 5.73224 1.65594  0.3912
H -4.22464 5.76050 -0.40979  0.3972
H -4.70616 3.68826 -1.59404  0.3870
H -5.68610 1.70374 -1.74639  0.4279
H -4.25886 1.62189 -2.81685  0.4140
H -5.64132 -0.70857 -1.38936  0.3167
H -5.54838 -0.43308 -3.13545  0.4230
H -4.09729 -0.87100 -2.21118  0.1413

Cartesian forces (eV/Å) of the 3 atoms listed first:
0.17 0.36 0.17
-0.31 -0.12 -0.42
0.19 -0.05 0.24

Values from the calculation:
Orbital gap   0.2927 Ha
Molecular weight   501.6 g/mol
HOMO   -8.027 eV
Max |F|   1.34 eV/A
SMILES string   CCOc1ccccc1/C=C/c1onc(C)c1S(=O)(=O)N1CCC(C(=O)N2CCCCCC2)CC1
Energy above the lowest of the compared OMol25 structures with the same formula, charge and spin   75.0 kcal per mole
Energy   -53072.0428 eV

***

# 5
One molecule with the formula C24H33NO4. Source: the OMol25 dataset; level of theory: the ωB97M-V functional and the def2-TZVPD basis.

Each line ends with the Mulliken charge.
Cartesian coordinates (Å):
C 2.08381 3.79494 5.65355  -0.9475
H 1.83746 3.90353 6.70873  0.2657
O 2.14454 2.41051 5.41875  -0.4790
C 2.41860 1.97513 4.15429  1.0328
C 2.67282 2.80509 3.07220  -1.0243
C 2.91940 2.25630 1.82566  -0.6520
C 2.93848 0.88571 1.62566  0.8623
C 2.71450 0.05586 2.72997  0.4271
C 2.43970 0.58270 3.98813  1.0702
C 2.14092 -0.29933 5.16249  -1.8979
H 1.29644 0.10542 5.71603  0.4822
H 1.90617 -1.30694 4.83001  0.4286
H 2.99152 -0.33216 5.84344  0.3250
O 2.75200 -1.32333 2.56183  -0.5524
C 3.99111 -1.89947 2.91722  -0.9498
H 4.80328 -1.51544 2.28896  0.3451
H 4.24100 -1.70921 3.96542  0.3135
H 3.88486 -2.97145 2.75761  0.3051
C 3.10114 0.31045 0.23815  -2.1850
N 1.85634 0.18957 -0.50717  0.2176
C 1.23443 1.45929 -0.82242  -0.4852
C 0.09310 1.25696 -1.81945  -1.3341
H -0.37977 2.22016 -2.02089  0.4898
H 0.52395 0.88696 -2.75015  0.3996
C -0.95542 0.24997 -1.32862  2.3631
C -0.20947 -1.01903 -0.89262  -1.6157
C 0.90396 -0.71485 0.10669  -0.4536
H 1.42707 -1.63889 0.36127  0.4934
H 0.49116 -0.30527 1.04430  0.2038
H 0.25919 -1.46522 -1.76975  0.4238
H -0.90124 -1.75162 -0.47061  0.5530
C -1.98678 -0.05013 -2.43415  -1.8597
C -1.50417 -0.91486 -3.60165  -0.5633
H -0.56938 -0.52038 -4.00916  0.2572
O -2.40132 -0.86018 -4.69291  -0.4484
C -3.56710 -1.56365 -4.65309  0.8022
C -3.94960 -2.44853 -3.65103  -0.2177
C -5.15763 -3.11960 -3.74731  -0.7525
C -5.99559 -2.92275 -4.82822  -0.5219
C -5.61593 -2.04231 -5.82948  -0.3731
C -4.41549 -1.36961 -5.74524  -0.5706
H -4.10364 -0.68243 -6.51619  0.4073
H -6.26059 -1.87925 -6.68060  0.3620
H -6.93607 -3.44864 -4.89175  0.3808
H -5.44208 -3.80315 -2.96044  0.3548
H -3.32180 -2.62814 -2.79258  0.3170
H -1.33986 -1.95441 -3.29685  0.4277
H -2.85348 -0.52459 -1.96888  0.6657
H -2.32608 0.90025 -2.85424  0.3547
C -1.75998 0.86379 -0.15756  -1.4219
O -2.72794 -0.00341 0.38025  -0.5627
H -2.27425 -0.73761 0.80844  0.3947
H -2.31992 1.72662 -0.52788  0.4658
H -1.08617 1.21186 0.63384  0.4032
H 1.99089 2.10244 -1.28145  0.4196
H 0.86071 1.97339 0.08004  0.2624
H 3.52946 -0.69259 0.29622  0.4313
H 3.77224 0.94487 -0.34821  0.6216
H 3.11401 2.91540 0.99233  0.4147
H 2.67580 3.87774 3.18214  0.4103
H 3.04533 4.28024 5.45662  0.3450
H 1.30535 4.27328 5.05031  0.3683

Cartesian forces (eV/Å) of the 3 atoms listed first:
-0.01 0.27 0.05
0.02 0.05 -0.08
0.05 -0.39 -0.19

Values from the calculation:
Orbital gap   0.3270 Ha
Molecular weight   399.5 g/mol
HOMO   -8.260 eV
Max |F|   0.61 eV/A
SMILES string   COc1ccc(CN2CCC(CO)(CCOc3ccccc3)CC2)c(OC)c1C
Energy above the lowest of the compared OMol25 structures with the same formula, charge and spin   15.6 kcal per mole
Energy   -35102.7417 eV